# 1
Below is a molecular structure, C22H36BrNO6S2Sr, with properties calculated with wB97M-V/def2-TZVPD.

- HOMO: -5.5 eV
- LUMO: 0.30 eV
- Spin multiplicity: 1
- E: -4767.2260 hartree

Each line ends with the Mulliken charge.
Cartesian coordinates (Å):
Sr  -0.31  0.70  0.40  0.920
C  -3.44  -0.05  1.65  -0.503
C  -2.73  -0.14  2.98  -0.806
O  -1.33  -0.19  2.72  0.082
C  -0.54  -0.18  3.89  -0.696
C  0.87  -0.54  3.51  -0.641
O  1.29  0.33  2.47  0.217
C  2.71  0.41  2.30  -0.424
C  3.22  1.70  2.88  -0.606
O  2.55  2.84  2.38  -0.297
C  3.05  3.39  1.17  -0.802
C  2.43  2.82  -0.09  -0.112
O  1.01  2.98  -0.04  -0.058
C  0.47  3.61  -1.20  -0.495
C  -0.97  3.98  -0.92  -0.785
O  -1.64  2.83  -0.44  -0.076
C  -3.05  2.90  -0.48  -0.773
C  -3.57  1.52  -0.18  -0.427
O  -2.93  1.12  1.03  -0.302
H  -4.52  0.03  1.81  0.481
H  -3.22  -0.94  1.04  0.078
H  -3.05  -1.03  3.52  0.442
H  -2.96  0.75  3.58  0.332
H  -0.92  -0.92  4.61  0.406
H  -0.58  0.81  4.35  0.351
H  0.92  -1.58  3.16  0.238
H  1.51  -0.42  4.39  0.415
H  2.91  0.33  1.23  0.017
H  3.19  -0.45  2.78  0.444
H  4.30  1.78  2.72  0.360
H  3.04  1.72  3.96  0.291
H  4.14  3.27  1.11  0.398
H  2.83  4.46  1.21  0.291
H  2.65  1.76  -0.25  -0.034
H  2.84  3.37  -0.94  0.579
H  1.03  4.52  -1.42  0.479
H  0.52  2.92  -2.05  0.141
H  -1.42  4.32  -1.85  0.392
H  -1.03  4.78  -0.18  0.326
H  -3.38  3.21  -1.48  0.423
H  -3.41  3.62  0.26  0.288
H  -3.32  0.83  -0.99  0.162
H  -4.66  1.55  -0.05  0.465
C  -0.37  -4.02  -3.02  -1.043
C  -0.63  -3.94  -1.54  0.636
C  -0.43  -5.03  -0.70  -0.587
C  -0.68  -4.91  0.66  -0.683
C  -1.12  -3.68  1.10  0.049
Br  -1.54  -3.53  2.97  -0.181
N  -1.31  -2.62  0.35  0.076
C  -1.06  -2.76  -0.96  -0.388
H  -0.27  -5.05  -3.35  0.445
H  0.54  -3.47  -3.27  0.024
H  -1.19  -3.55  -3.58  0.297
H  -0.08  -5.97  -1.10  0.398
H  -0.54  -5.73  1.34  0.409
H  -1.20  -1.87  -1.57  0.501
C  0.33  -0.68  -4.66  -1.624
C  0.46  -0.50  -3.16  0.482
S  -0.83  0.48  -2.44  -0.509
C  1.50  -1.02  -2.48  0.611
C  2.58  -1.81  -3.19  -1.806
S  1.84  -0.83  -0.75  -0.411
H  -0.51  -0.10  -5.03  0.446
H  0.16  -1.73  -4.94  0.217
H  1.23  -0.34  -5.19  0.330
H  2.31  -2.09  -4.21  0.460
H  2.80  -2.73  -2.63  0.375
H  3.51  -1.24  -3.23  0.293

# 2
Below is a molecular structure, C22H36N2O3, with properties calculated with wB97M-V/def2-TZVPD.

- HOMO: -7.7 eV
- LUMO: 0.38 eV
- Spin multiplicity: 1
- E: -1194.2058 hartree

Each line ends with the Mulliken charge.
Cartesian coordinates (Å):
C  1.10  -2.99  1.15  -0.998
H  2.02  -2.75  0.56  0.197
O  0.41  -2.01  1.50  0.158
C  -0.61  -2.09  2.32  -0.238
C  -1.60  -2.93  1.62  -1.330
N  -2.29  -2.33  0.52  0.157
C  -2.13  -2.85  -0.67  0.001
O  -1.28  -4.12  -0.69  -0.732
C  -2.58  -2.38  -1.78  -0.235
C  -1.81  -2.44  -3.12  -0.541
C  -0.75  -1.37  -2.94  1.299
C  -1.20  0.06  -3.21  -0.921
C  -0.10  1.12  -3.60  -1.224
N  0.51  1.01  -2.12  0.310
C  1.35  -0.25  -2.09  -1.935
C  0.10  -1.20  -1.91  -1.935
H  -0.43  -1.06  -1.18  1.133
H  0.62  -2.20  -1.85  0.280
H  1.85  -0.36  -1.12  0.427
H  1.79  -0.38  -2.86  0.978
C  1.47  2.22  -1.89  -0.891
C  0.36  3.51  -1.34  -0.692
H  -0.59  2.98  -1.18  0.322
H  0.25  4.21  -2.23  0.420
C  1.17  3.95  -0.12  -2.296
C  0.85  3.14  0.94  1.062
C  2.01  2.67  1.31  -1.167
C  1.90  1.58  2.65  -0.962
C  0.60  1.55  3.11  0.947
C  -0.54  2.09  2.55  -0.854
C  -0.32  2.87  1.63  -0.143
H  -1.11  3.42  1.14  0.412
H  -1.46  1.83  3.08  0.526
O  0.49  0.64  4.03  -0.463
C  1.56  -0.12  4.57  -1.022
H  1.07  -0.94  5.56  0.158
H  2.12  -0.89  3.79  0.190
H  2.07  0.56  5.10  0.676
H  2.79  1.23  2.95  0.721
H  2.92  2.87  1.23  0.950
H  0.18  5.05  -0.16  0.248
H  1.83  4.62  -0.24  0.868
C  2.37  2.74  -2.99  -1.487
H  3.02  1.91  -3.35  0.358
H  3.07  3.49  -2.57  0.405
H  1.77  2.84  -4.03  0.238
H  1.89  1.94  -1.14  1.194
H  -0.71  2.08  -3.72  0.296
H  0.49  0.78  -4.25  0.707
H  -1.94  0.20  -4.11  0.279
H  -1.93  0.26  -2.46  0.471
H  -0.10  -1.61  -4.01  0.114
H  -1.31  -3.62  -3.12  0.276
H  -2.55  -2.33  -4.05  0.311
H  -3.13  -1.37  -1.68  0.396
H  -3.82  -2.94  -1.92  0.296
H  -2.62  -1.50  0.53  0.103
H  -1.39  -3.86  1.66  0.783
H  -2.58  -3.05  2.63  0.232
H  -1.33  -1.05  2.55  0.013
H  -0.20  -2.56  3.21  0.437
H  1.40  -3.52  2.05  0.413
H  0.67  -3.73  0.49  0.302

# 3
Below is a molecular structure, C22H36N2O3PPtS2SeSi, with properties calculated with wB97M-V/def2-TZVPD.

- HOMO: -10.0 eV
- Total charge: +1
- LUMO: -3.02 eV
- Spin multiplicity: 1
- E: -5143.0907 hartree

Each line ends with the Mulliken charge.
Cartesian coordinates (Å):
Pt  -0.21  0.35  1.14  1.581
C  -2.42  -1.73  1.54  -1.135
N  -1.54  -1.29  0.43  0.428
C  -2.38  -0.79  -0.72  -0.436
C  -2.99  0.58  -0.51  -1.124
N  -2.01  1.66  -0.61  1.115
C  -1.65  1.92  -2.00  -1.582
C  -2.36  2.82  0.16  -0.477
C  -2.72  4.01  -0.46  -0.444
C  -3.04  5.14  0.29  -0.827
C  -3.01  5.08  1.67  -0.742
C  -2.63  3.90  2.30  -0.785
C  -2.30  2.76  1.56  0.912
S  -1.87  1.31  2.47  -0.612
C  -0.76  -2.43  -0.07  -0.375
C  -1.40  -3.63  -0.37  -0.599
C  -0.68  -4.71  -0.87  -0.905
C  0.69  -4.60  -1.07  -0.827
C  1.33  -3.41  -0.78  -0.307
C  0.60  -2.33  -0.29  1.029
S  1.47  -0.82  0.06  -0.516
H  -3.14  -2.48  1.19  0.382
H  -2.96  -0.88  1.94  0.446
H  -1.80  -2.16  2.33  0.277
H  -3.17  -1.52  -0.90  0.497
H  -1.73  -0.79  -1.60  0.387
H  -3.47  0.63  0.47  0.466
H  -3.78  0.71  -1.26  0.342
H  -2.52  2.17  -2.62  0.328
H  -1.17  1.05  -2.43  0.312
H  -0.95  2.75  -2.05  0.469
H  -2.78  4.07  -1.53  0.443
H  -3.33  6.05  -0.21  0.417
H  -3.26  5.95  2.27  0.421
H  -2.58  3.85  3.38  0.452
H  -2.46  -3.74  -0.23  0.316
H  -1.19  -5.63  -1.09  0.410
H  1.26  -5.44  -1.44  0.443
H  2.40  -3.31  -0.93  0.331
C  1.88  0.42  4.03  -0.707
O  2.31  1.23  2.92  -0.267
P  1.23  1.83  1.93  0.226
O  0.60  3.09  2.62  0.109
C  1.43  4.11  3.22  -0.801
O  2.24  2.39  0.83  -0.163
C  1.67  3.21  -0.20  -0.740
H  2.76  0.21  4.62  0.270
H  1.44  -0.50  3.66  0.243
H  1.14  0.96  4.63  0.318
H  0.77  4.95  3.41  0.239
H  2.23  4.40  2.54  0.343
H  1.85  3.74  4.15  0.264
H  2.44  3.34  -0.96  0.282
H  1.37  4.18  0.20  0.275
H  0.80  2.72  -0.65  0.191
C  4.66  -1.87  -1.75  -1.092
Si  4.13  -0.11  -1.99  0.410
C  4.78  0.97  -0.62  -0.766
C  4.51  0.53  -3.69  -1.107
Se  1.79  0.00  -1.99  0.013
H  5.75  -1.93  -1.85  0.441
H  4.22  -2.54  -2.49  0.324
H  4.42  -2.23  -0.74  0.324
H  5.87  0.89  -0.59  0.482
H  4.39  0.68  0.35  0.142
H  4.53  2.02  -0.78  0.189
H  5.60  0.55  -3.83  0.360
H  4.15  1.55  -3.83  0.348
H  4.08  -0.10  -4.47  0.337